42
Properties=species:S:1:pos:R:3:forces:R:3 method="wB97M-V/def2-TZVPD" e_homo_ev=-21.50 total_charge=+4 energy_ev=-33325.83202 e_above_lowest_kj_mol=59.9
W -0.978 -0.117 0.898 0.47 -0.46 -0.51
O -1.284 0.537 -0.801 -0.09 0.03 0.19
C -1.179 1.801 -1.382 -0.03 -0.20 0.03
C -1.475 1.939 -2.702 0.12 0.18 0.09
C -1.425 3.245 -3.252 -0.02 -0.09 -0.06
C -1.111 4.370 -2.490 0.01 0.04 0.02
C -0.821 4.228 -1.152 0.00 -0.08 0.02
C -0.810 2.927 -0.554 0.01 0.07 -0.02
C -0.353 2.780 0.742 0.22 0.07 -0.05
N -0.084 1.518 1.169 -0.88 -0.23 0.16
N -0.131 0.886 2.454 0.21 0.25 0.30
C 0.933 -0.115 2.500 0.05 0.13 -0.07
O 0.682 -0.943 1.456 -0.10 0.05 0.16
C 1.903 -0.266 3.439 -0.05 0.18 0.01
C 2.046 0.727 4.481 0.03 0.01 0.05
C 3.059 0.606 5.383 -0.05 -0.01 -0.07
C 3.944 -0.488 5.280 0.02 -0.01 0.02
C 3.823 -1.474 4.278 0.00 0.01 0.01
C 2.820 -1.378 3.363 0.03 -0.07 -0.03
H -1.752 1.092 -3.316 0.00 -0.03 0.01
H -1.663 3.364 -4.304 0.01 0.01 0.00
H -1.094 5.348 -2.952 -0.01 0.00 0.00
H -0.556 5.088 -0.548 0.00 0.00 0.01
H -0.149 3.610 1.415 0.09 0.03 -0.07
H 1.346 1.550 4.536 0.00 0.01 0.02
H 3.198 1.330 6.175 -0.03 0.02 -0.01
H 4.751 -0.574 6.000 0.00 0.00 0.00
H 4.533 -2.289 4.249 -0.02 -0.02 -0.04
H 2.710 -2.111 2.574 0.02 -0.01 0.01
C -4.710 -0.196 3.502 0.18 -0.01 0.05
Sb -3.590 -0.330 1.700 0.01 0.14 0.05
C -2.057 -1.980 2.043 0.06 0.03 -0.24
C -4.756 -1.125 0.117 -0.04 -0.02 -0.05
H -5.163 -1.183 3.619 -0.02 0.05 0.02
H -5.467 0.572 3.336 0.02 -0.01 -0.02
H -4.046 0.059 4.325 -0.05 0.00 -0.02
H -2.863 -2.643 2.393 0.06 -0.05 -0.01
H -1.408 -1.824 2.913 -0.03 -0.05 0.01
H -1.555 -2.598 1.276 -0.13 0.02 -0.01
H -5.228 -2.023 0.525 -0.04 0.05 -0.02
H -4.137 -1.371 -0.745 0.00 0.04 0.06
H -5.506 -0.377 -0.143 -0.01 -0.04 0.02

14
Properties=species:S:1:pos:R:3:forces:R:3 method="wB97M-V/def2-TZVPD" e_homo_ev="-7.76 / -7.82" energy_ev=-9736.39480 e_above_lowest_kj_mol=640.5
C -1.550 0.674 0.894 -0.12 0.08 -0.01
N 1.578 0.757 -0.556 -0.72 0.93 0.23
C 0.472 -0.151 -0.438 1.00 -1.12 -0.18
N -0.283 -0.225 -1.629 0.02 0.03 0.02
C -0.179 0.153 0.765 0.35 0.37 0.21
N 1.613 -1.376 -0.359 -0.20 -0.39 -0.03
O 2.000 -1.793 0.683 -0.48 0.41 -0.20
H 2.137 0.792 0.295 -0.02 -0.24 0.02
H -0.758 -1.112 -1.735 0.05 0.03 0.00
H 0.317 -0.048 -2.424 -0.02 -0.03 0.03
H 0.397 -0.030 1.668 0.01 -0.03 -0.04
H -1.605 1.451 1.660 0.01 -0.03 -0.07
H -1.926 1.040 -0.061 0.03 -0.01 0.05
H -2.214 -0.134 1.237 0.09 0.04 -0.04

58
Properties=species:S:1:pos:R:3:forces:R:3 method="wB97M-V/def2-TZVPD" e_homo_ev=-10.26 energy_ev=-54628.83724 smiles="C[C@H](F)[C@]1(P(=O)(O)O)OC(=O)O[C@@H]1CCO.CCOC(=O)OC.CCOC(=O)OC"
C -1.453 -2.156 -1.660 0.83 0.33 -0.87
C 0.032 -2.268 -2.421 -1.44 0.32 0.32
F 0.167 -3.526 -3.224 0.05 3.03 2.20
C 1.273 -2.097 -1.313 0.91 0.86 -1.10
P 1.477 -3.616 -0.120 -3.12 -7.33 0.16
O 0.588 -4.876 -0.590 3.47 5.56 1.52
O 3.126 -4.196 -0.043 -2.21 2.36 1.85
O 0.893 -3.251 1.515 3.78 0.66 -2.42
O 1.061 -0.990 -0.323 3.19 0.10 0.54
C 2.421 -0.711 0.226 2.04 1.24 2.33
O 2.796 -0.184 1.395 -3.15 -4.15 -8.39
O 3.387 -1.203 -0.778 -2.64 1.53 1.63
C 2.696 -1.655 -1.996 -0.34 -1.83 -0.39
C 2.720 -0.661 -3.300 0.26 1.03 0.14
C 2.395 0.914 -2.981 0.39 0.60 -1.12
O 3.444 1.531 -2.102 0.00 -1.02 -2.03
H -1.749 -1.007 -1.741 0.51 -2.54 0.22
H -1.404 -2.456 -0.530 -0.16 0.32 -2.34
H -2.193 -2.804 -2.307 1.43 1.32 1.57
H 0.024 -1.387 -3.220 0.53 -1.99 1.78
H 3.541 -3.978 0.855 -0.73 -0.36 -1.81
H 1.675 -2.860 2.044 -1.83 -0.56 -0.91
H 3.268 -2.612 -2.372 -1.15 1.74 1.08
H 3.830 -0.695 -3.726 -2.38 -0.04 0.92
H 1.992 -1.024 -4.172 1.59 0.48 2.12
H 2.459 1.536 -3.997 -0.43 -1.60 1.96
H 1.300 1.089 -2.546 2.68 -0.40 -0.54
H 4.311 1.549 -2.643 -2.20 -0.12 1.24
C 3.842 2.643 7.685 -0.17 -0.30 -0.11
C 3.982 3.915 6.867 -0.15 0.00 0.62
O 4.391 3.622 5.525 -0.57 -0.15 -0.75
C 3.423 3.141 4.707 -0.44 -0.25 0.06
O 2.253 2.954 5.010 1.67 0.35 -0.43
O 3.981 2.884 3.498 -0.29 0.54 1.22
C 3.086 2.277 2.569 -0.33 -0.27 -0.30
H 4.763 2.054 7.642 -0.01 0.19 0.08
H 3.618 2.878 8.730 0.07 0.01 -0.13
H 3.040 2.007 7.297 0.05 0.21 0.06
H 4.765 4.542 7.307 -0.01 -0.12 -0.41
H 3.059 4.505 6.870 0.08 -0.23 -0.16
H 2.168 2.863 2.458 0.10 -0.12 0.17
H 2.857 1.257 2.889 -0.06 0.54 0.03
H 3.585 2.232 1.597 0.13 0.08 0.37
C -8.289 -0.745 -3.845 0.02 0.36 -0.03
C -7.484 -1.533 -2.827 -0.70 -0.17 -0.14
O -6.128 -1.072 -2.775 0.49 0.81 0.64
C -5.927 0.092 -2.109 -0.69 0.24 0.10
O -6.787 0.759 -1.552 1.37 -1.00 -0.78
O -4.609 0.401 -2.186 -0.89 -0.43 0.04
C -4.279 1.661 -1.607 0.18 0.46 0.22
H -7.798 -0.763 -4.823 -0.07 -0.17 0.09
H -9.297 -1.159 -3.946 0.15 0.00 0.02
H -8.378 0.306 -3.555 -0.03 -0.21 0.08
H -7.450 -2.585 -3.131 0.35 0.25 0.09
H -7.942 -1.501 -1.832 0.19 0.19 -0.14
H -4.637 1.731 -0.576 -0.08 0.01 -0.25
H -4.695 2.468 -2.217 -0.05 -0.08 0.22
H -3.190 1.757 -1.602 -0.20 -0.27 -0.14